The following is a quantum chemistry calculation of a structure of composition C32H54AlFN2OPS, from OMol25.

XYZ file:
```
93
Properties=species:S:1:pos:R:3:lowdin_charge:R:1
C 3.36 0.35 -1.33 -0.128
C 4.02 -0.11 2.22 -0.017
H -4.91 -1.02 0.96 0.060
Al 0.25 0.51 0.97 0.047
H -1.76 -3.41 -0.75 0.062
H -2.50 -0.54 -4.48 0.098
C 3.64 -2.43 -1.52 -0.028
H -0.08 0.84 -1.89 0.024
H 2.38 -4.81 -0.51 0.077
H -4.14 2.58 1.02 0.083
H 5.57 -0.24 3.68 0.114
C -3.24 -1.88 -0.18 -0.587
P -2.41 -0.26 -0.67 0.927
H -4.33 -2.58 1.54 0.092
H -3.71 -2.77 -2.13 0.067
H -3.07 2.27 -2.32 0.063
H -3.72 -1.01 -3.31 0.064
H -1.95 3.46 2.96 0.064
H -3.36 0.70 -3.58 0.067
C -0.13 4.72 1.28 -0.203
C 2.11 -2.86 0.44 -0.356
H 1.27 -2.33 0.87 0.105
H -4.97 0.58 -2.19 0.066
H 1.12 2.00 -1.42 0.050
C 2.72 -0.49 -0.40 -0.146
H 4.94 -2.04 -3.18 0.110
C -5.03 0.86 -1.13 -0.072
C 2.83 -1.90 -0.52 -0.120
H -0.96 4.43 4.12 0.079
S 0.36 3.46 2.43 1.008
C -4.01 -1.62 1.12 -0.087
H 1.90 2.66 0.05 0.038
C -1.81 -0.36 -2.45 -0.579
N 2.00 0.03 0.73 0.045
C 4.45 2.51 -0.57 -0.049
C 1.57 -4.10 -0.27 -0.070
C -2.16 -2.93 0.14 -0.087
H 1.96 3.56 -1.48 0.094
F 0.45 -0.17 2.82 0.078
H -5.55 0.06 -0.60 0.063
H 1.56 -0.27 5.22 0.130
H -4.56 0.93 1.47 0.068
C 4.50 -0.20 3.52 -0.064
C -3.66 1.15 -0.52 -0.582
C 3.31 1.88 -1.39 -0.350
H -0.55 -1.72 -3.55 0.096
C 2.27 -0.20 4.41 -0.004
H 0.87 -4.63 0.38 0.084
H 5.41 2.07 -0.82 0.086
C 3.64 -0.23 4.62 -0.073
C 4.14 -0.24 -2.32 -0.039
C 3.03 -3.31 1.58 -0.036
C 2.64 -0.05 1.97 -0.224
H 4.70 -0.13 1.38 0.129
H -3.38 -1.12 1.87 0.083
H -3.61 3.26 -0.98 0.089
H 4.28 2.37 0.50 0.073
H 3.75 -3.51 -1.60 0.114
C -2.92 -0.29 -3.50 -0.070
H 0.12 5.69 1.73 0.077
C -3.03 2.36 -1.24 -0.088
C -4.22 -2.43 -1.23 -0.073
H 4.50 3.59 -0.76 0.084
C 1.99 2.55 -1.03 -0.069
H -2.86 1.43 1.49 0.052
H -4.98 -1.71 -1.51 0.064
H -0.32 -1.81 -1.80 0.072
H 1.06 -3.86 -1.20 0.073
H 3.41 -2.47 2.17 0.055
H -0.93 2.64 4.20 0.073
H -1.74 -2.56 -2.56 0.062
C 4.31 -1.61 -2.41 -0.059
C -1.07 -1.70 -2.58 -0.083
H 4.64 0.40 -3.05 0.119
C -3.81 1.54 0.96 -0.091
H 4.03 -0.30 5.63 0.111
H 0.46 4.57 0.37 0.054
N -1.24 0.02 0.32 -0.150
H -1.34 -2.49 0.71 0.061
H 3.51 2.12 -2.43 0.127
H -1.20 4.65 1.07 0.072
C 1.85 -0.12 3.11 -0.154
H 3.89 -3.85 1.18 0.091
H -1.21 1.70 -2.95 0.071
O 0.12 2.18 1.65 -0.430
H -0.16 0.44 -3.59 0.098
C -0.76 0.73 -2.73 -0.084
H -2.00 2.52 -0.93 0.071
C -1.02 3.51 3.54 -0.207
H -5.65 1.76 -1.06 0.097
H 2.49 -3.98 2.26 0.089
H -4.72 -3.31 -0.80 0.098
H -2.62 -3.71 0.76 0.091
```

Values from the calculation:
Gap between HOMO and LUMO = 8.40 eV
Multiplicity = 1
Net charge = +1
HOMO = -0.3862 Eh

***

The following is a quantum chemistry calculation of a structure of composition C32H54BN6Ru, from OMol25.

XYZ file:
```
94
Properties=species:S:1:pos:R:3:lowdin_spin:R:1
N -0.79 -2.56 1.22 0.004
H 3.24 0.09 -3.40 0.000
H -0.80 3.71 -0.68 0.008
C 2.17 -4.25 0.60 0.000
H 1.94 0.04 -4.61 0.000
C -1.97 -1.31 -2.54 0.005
H -2.71 1.24 1.81 0.002
H 3.94 0.52 0.94 0.000
C 2.18 2.12 -1.83 0.003
H -4.77 2.29 2.54 0.000
N -1.76 0.59 -0.40 0.139
H 1.32 -1.90 3.77 -0.001
H 0.98 5.42 0.86 0.000
H -5.18 -3.39 0.13 0.000
H 4.00 2.46 -2.91 0.000
H 0.91 0.56 -2.51 0.003
C 3.38 3.58 0.22 0.000
H -1.75 -2.31 0.99 0.001
H 1.97 -0.07 2.12 0.001
H -1.39 -3.41 -2.55 0.001
N 1.96 -2.10 1.74 -0.021
C -0.92 -2.42 -2.60 0.021
C 1.44 3.48 1.77 0.000
H -2.56 -0.64 3.47 0.000
H -3.09 2.24 -0.53 0.009
H -3.60 -0.53 -3.74 0.000
H 4.46 -1.14 0.75 0.000
C 2.09 3.09 0.44 0.003
C -2.74 -0.45 -0.26 0.007
H 0.53 5.29 2.55 0.000
H 2.28 3.75 2.41 0.000
H -0.76 -3.57 1.33 0.000
H -4.32 -0.60 3.63 0.000
C 3.58 -0.50 0.79 0.001
C -3.57 -0.49 0.87 0.007
H -1.44 -0.36 -2.53 0.002
H 0.12 1.74 -4.59 0.000
C -2.79 -1.42 -1.26 0.005
C 2.84 -3.26 1.51 0.001
C 0.56 2.28 -3.75 0.002
H -0.25 2.68 -3.14 0.002
H 0.98 -3.45 3.01 0.000
H -5.72 0.85 2.13 0.000
C -3.67 -2.49 -1.09 0.000
C -3.57 0.58 1.96 0.001
H -0.33 -2.36 -3.51 0.000
H -0.12 1.92 1.96 0.001
N 0.17 1.84 -0.48 0.135
H -1.05 -2.13 3.32 0.001
H 1.33 1.64 2.93 0.000
H 3.77 -2.93 1.04 0.000
C -4.84 1.44 1.86 0.000
C 1.51 2.36 -0.61 0.007
C -0.38 -1.91 2.48 0.003
C 4.06 3.35 -0.96 0.001
H 3.01 1.44 -4.53 0.000
H -5.00 1.82 0.85 0.000
C -2.86 -1.33 -3.79 0.002
C 2.71 -0.85 1.97 0.001
H 5.06 3.75 -1.09 0.000
H -0.39 -0.83 2.31 0.001
H 0.19 2.87 3.41 0.000
N 1.84 -3.56 -0.65 -0.007
C 1.01 -2.37 2.84 -0.001
H -0.24 -2.36 -1.74 0.008
C 2.49 0.69 -3.92 0.001
H 3.41 -0.98 -1.22 0.000
H 1.35 -4.19 -1.27 0.000
H -0.46 4.50 1.34 0.002
B -0.27 0.41 -0.36 0.079
C 0.57 4.75 1.61 0.003
H 2.70 -3.31 -1.12 0.000
C 3.46 2.62 -1.98 0.000
C -0.89 2.64 -0.55 0.226
H -5.12 -1.62 1.83 0.000
H 3.12 -3.73 2.46 0.000
H 2.83 -5.11 0.46 0.000
C 1.50 1.36 -2.96 0.005
H 3.33 -0.91 2.88 -0.001
H -3.73 -3.26 -1.86 0.000
H 2.56 0.32 -0.79 0.000
H 3.85 4.16 1.01 0.000
C -4.49 -2.56 0.02 0.004
H 1.12 3.12 -4.15 0.000
C -2.07 1.88 -0.48 0.222
H 1.25 -4.62 1.05 0.000
H -3.37 0.80 4.09 0.000
Ru 0.72 -1.51 -0.12 0.098
C -3.45 -0.01 3.36 0.000
H -2.25 -1.18 -4.68 0.000
H -3.40 -2.27 -3.89 0.000
C -4.45 -1.56 0.98 0.000
C 0.67 2.41 2.54 0.001
N 2.83 -0.61 -0.48 -0.001
```

Values from the calculation:
Gap between HOMO and LUMO (spin up / spin down) = 7.76 / 6.08 eV
Multiplicity = 2
Net charge = +2
HOMO (spin up / spin down) = -0.4948 / -0.4967 Eh

***

The following is a quantum chemistry calculation of a cluster of 6 separate species, C32H54N6O2P2 in total, from OMol25.

XYZ file:
```
96
Properties=species:S:1:pos:R:3:lowdin_charge:R:1
C 5.05 3.89 -2.68 -0.183
C 4.53 -4.89 -4.51 -0.111
H 2.76 3.26 2.69 0.108
H 3.47 -0.04 4.15 0.073
H -8.60 -1.94 3.96 0.112
N -0.72 2.41 4.78 0.155
H -9.57 -1.40 2.59 0.107
H -5.15 1.56 3.55 0.057
C -1.43 1.54 5.00 -0.215
C 6.35 4.53 -3.19 -0.263
P -2.33 1.52 -1.41 0.691
H -9.16 0.98 3.22 0.120
H 8.36 5.00 -2.54 0.072
H 2.00 -3.74 -4.11 0.095
H -3.07 0.24 3.26 0.093
C 3.05 2.46 0.67 -0.096
C -0.86 0.63 -5.10 -0.149
H 3.13 1.62 -1.24 0.076
C -0.82 -2.27 -2.75 0.000
H -1.44 0.01 -5.78 0.089
H -0.69 0.08 2.24 0.068
H -3.75 2.53 4.01 0.071
H -4.43 2.44 -2.18 0.034
C -7.91 0.54 4.83 -0.210
H 6.15 5.56 -3.48 0.108
C -4.33 1.65 4.28 -0.131
H -1.55 1.38 1.29 0.045
H -6.57 -0.88 2.96 0.059
H 4.04 2.91 0.58 0.099
H 4.28 3.94 -3.45 0.119
C 1.27 1.11 -0.21 -0.258
C 2.38 2.66 1.86 -0.073
H -3.39 -0.26 -2.14 0.034
C 3.89 -1.05 4.11 -0.106
H 3.98 -1.17 1.97 0.108
H -1.16 -1.81 -1.81 0.054
C 3.25 -5.05 -5.32 -0.262
H -0.01 -2.95 -2.50 0.080
C 5.28 2.48 -2.33 -0.246
H 1.82 -2.30 1.59 0.118
H -0.94 -0.05 0.46 0.033
H -4.77 1.81 5.26 0.049
H -4.12 -0.48 4.47 0.104
C -2.34 0.42 5.28 -0.175
H 3.27 -4.36 -6.17 0.108
H 4.69 4.42 -1.80 0.117
H 5.40 -5.07 -5.14 0.071
C -0.75 0.63 1.29 -0.072
H 1.62 0.03 -2.00 0.089
N 5.46 1.38 -2.06 0.163
N 0.88 -3.22 4.46 0.138
H 3.51 -1.62 4.96 0.070
H -1.70 -2.77 -3.19 0.091
N -0.93 0.01 -3.77 -0.332
C -7.46 -1.07 2.36 -0.106
H 6.69 4.01 -4.09 0.112
C 2.02 -1.82 2.55 -0.184
P -0.46 1.13 -2.48 0.873
H 4.97 -0.98 4.22 0.072
H -1.77 -0.51 5.24 0.116
N -7.03 0.82 5.53 0.168
H -3.04 3.53 -2.59 0.032
H -3.40 2.05 -3.57 0.019
H 7.75 3.49 -1.88 0.071
N 1.82 -6.43 -2.48 0.139
H 0.15 0.76 -5.48 0.079
C -3.48 0.38 4.26 -0.259
C -8.72 -1.14 3.22 -0.262
C 1.38 -2.61 3.62 -0.234
H -9.93 0.09 4.53 0.117
C 0.75 0.26 -1.36 -0.338
H -7.54 -0.29 1.60 0.078
O 0.75 -1.48 -4.38 0.070
C 7.47 4.51 -2.15 -0.110
C -0.23 -1.23 -3.71 -0.562
H 3.20 -6.06 -5.72 0.110
C 0.62 1.30 1.00 -0.237
C -9.02 0.18 3.94 -0.183
O -3.08 0.02 -1.26 -0.383
H -2.74 0.53 6.29 0.123
H 1.57 -0.82 2.53 0.094
H 7.17 5.03 -1.24 0.077
C -3.41 2.50 -2.57 -0.320
C 3.53 -1.73 2.79 -0.255
H -7.30 -2.02 1.84 0.074
H 1.10 -4.87 -5.12 0.118
C 1.99 -4.76 -4.50 -0.194
H 0.41 -0.70 -0.95 0.069
H -1.37 1.60 -5.08 0.060
H 3.97 -2.73 2.77 0.112
H 4.61 -3.88 -4.10 0.078
H 4.57 -5.60 -3.69 0.070
C 1.15 2.06 2.02 -0.060
C 2.51 1.72 -0.34 -0.060
C 1.89 -5.70 -3.37 -0.241
H 0.58 2.16 2.94 0.067
```

Values from the calculation:
Gap between HOMO and LUMO = 8.49 eV
Multiplicity = 1
HOMO = -0.2985 Eh

***

Computed values of max |F| (unit: eV/A) for the preceding records, in sequence: 0.4, 1.9, 2.3.